1.
This record from the Open Molecules 2025 dataset describes C29H28IN2O2PdSSe as an isolated structure at a distorted geometry. The level of theory is ωB97M-V with the def2-TZVPD basis set.

Values from the calculation:
Molecular weight, g/mol: 780.9
E, hartree: -4607.1287
Multiplicity: 3
Charge: -1
LUMO energy (alpha / beta), eV: 2.005 / 0.993
Frontier orbital gap (alpha / beta), eV: 5.926 / 5.044

CARTESIAN COORDINATES (ANGSTROEM)
Pd 0.91100 -0.51013 -0.53180
C -1.66737 -3.74398 -1.74432
C -1.71128 -3.25874 -0.32881
N -2.81200 -3.40184 0.36846
C -2.82483 -3.00017 1.65907
C -1.75533 -2.43619 2.30154
C -1.86340 -2.07701 3.75853
O -1.73605 -0.68345 4.03133
C -0.55667 -2.21622 1.57201
C 0.57055 -1.56312 2.14888
N 1.65416 -1.30926 1.46341
C 2.81767 -0.85989 2.05472
C 3.04934 -0.95453 3.44268
C 4.20825 -0.49073 4.02890
C 5.21231 0.07368 3.25580
C 5.05706 0.10165 1.87839
C 3.89706 -0.37476 1.29353
I 3.89559 -0.44692 -0.83714
C -0.51417 -2.67018 0.20892
O 0.53863 -2.60170 -0.51496
H -2.67079 -3.96686 -2.09970
H -1.05218 -4.64584 -1.80491
H -1.19392 -2.99702 -2.38442
H -3.76153 -3.15738 2.18651
H -1.06134 -2.56056 4.32083
H -2.81671 -2.45024 4.14953
H -2.31082 -0.20295 3.42753
H 0.47936 -1.20044 3.17314
H 2.29517 -1.42514 4.05909
H 4.33009 -0.57843 5.10178
H 6.11347 0.46276 3.71099
H 5.85454 0.47452 1.25059
C -3.83851 5.46730 -0.58978
C -2.73008 4.52599 -0.19676
C -2.93409 3.15938 -0.10829
C -1.90443 2.27389 0.19778
C -2.23644 0.82199 0.37502
C -0.60603 2.78389 0.38778
Se 0.94758 1.67688 0.59720
C -0.40800 4.17797 0.41623
C 0.91815 4.77272 0.80806
C -1.46864 5.01705 0.11187
H -4.67748 4.92391 -1.02337
H -3.47970 6.18824 -1.32580
H -4.20234 6.02699 0.27531
H -3.92616 2.75854 -0.28952
H -3.30563 0.64702 0.24709
H -1.94434 0.48498 1.37173
H -1.71478 0.19715 -0.34817
H 1.74294 4.25707 0.31906
H 1.06737 4.65947 1.88484
H 0.96041 5.83277 0.55792
H -1.30284 6.09067 0.10245
S 0.04097 0.05542 -2.69891
C 0.73760 -1.01568 -3.89930
C 0.43655 -0.79460 -5.24973
C 0.91714 -1.64558 -6.23078
C 1.72965 -2.72182 -5.89682
C 2.04341 -2.94129 -4.56289
C 1.54799 -2.10923 -3.57041
H -0.18282 0.05511 -5.50884
H 0.65340 -1.47783 -7.26923
H 2.10990 -3.38322 -6.66593
H 2.67671 -3.77697 -4.28650
H 1.75671 -2.31711 -2.53146

Atoms 1-2, force components in eV/Å:
Pd 0.55 0.60 -0.85
C 0.07 0.09 0.00


2.
This record from the Open Molecules 2025 dataset describes C29H29As2F5N3O4RuS2 as an isolated structure at a distorted geometry. The level of theory is ωB97M-V with the def2-TZVPD basis set.

Values from the calculation:
Molecular weight, g/mol: 893.6
E, hartree: -7449.8901
Multiplicity: 2
Charge: 0
LUMO energy (alpha / beta), eV: -0.076 / -0.993
Frontier orbital gap (alpha / beta), eV: 7.705 / 6.822
ΔE to the lowest compared entry with this formula, charge and spin, eV: 1.001

CARTESIAN COORDINATES (ANGSTROEM)
Ru 0.12146 -0.43350 -0.04896
O -3.31290 0.78278 -1.74272
C -2.20521 0.32995 -1.48111
N -1.82597 -0.25534 -0.34288
C -2.72348 -0.31972 0.76984
C -1.96316 -0.73730 1.97877
C -2.61555 -0.90299 3.19480
C -1.90509 -1.29364 4.30936
C -0.54185 -1.51082 4.18747
C 0.04937 -1.31885 2.95607
N -0.64217 -0.95019 1.86851
C -1.10716 0.32105 -2.50848
C -1.39841 0.63336 -3.81900
C -0.38764 0.59854 -4.76330
C 0.88523 0.24959 -4.34587
C 1.09557 -0.04318 -3.00979
N 0.12756 -0.01715 -2.09763
H -3.52666 -1.04453 0.58994
H -3.18116 0.65865 0.94824
H -3.67900 -0.71179 3.24612
H -2.40291 -1.41913 5.26200
H 0.06643 -1.81735 5.02664
H 1.10854 -1.45870 2.83097
H -2.41879 0.90324 -4.05201
H -0.58750 0.83668 -5.79937
H 1.71980 0.20399 -5.03122
H 2.08320 -0.30378 -2.67168
C 3.86866 -0.34798 -1.11309
As 2.48031 -1.36441 -0.14071
C 3.04872 -3.10448 -0.75420
C 3.27643 -1.06404 1.58385
C 4.18100 -1.88187 2.23905
C 4.74376 -1.46172 3.43811
C 4.41555 -0.21907 3.96075
C 3.50281 0.59930 3.30175
C 2.91351 0.17546 2.11742
As 1.49462 1.22793 1.22342
C 0.75573 2.09599 2.79358
C 2.46794 2.68686 0.40284
H 4.75297 -0.33094 -0.47860
H 3.57333 0.67691 -1.32695
H 4.11048 -0.85914 -2.04481
H 4.12762 -3.06866 -0.89160
H 2.55242 -3.30168 -1.70294
H 2.78829 -3.88510 -0.04644
H 4.44572 -2.84818 1.82504
H 5.43978 -2.10293 3.96325
H 4.86014 0.11139 4.89046
H 3.24119 1.55771 3.73139
H -0.15801 2.60277 2.50136
H 1.48805 2.81939 3.15019
H 0.56441 1.35125 3.56434
H 3.44831 2.78076 0.86858
H 1.86388 3.58022 0.55768
H 2.54463 2.51841 -0.66753
C -2.32224 3.92856 -1.02895
S -0.92313 3.28044 -0.15999
O -1.44721 2.28158 0.77434
O -0.29548 4.41336 0.50987
O -0.06542 2.65273 -1.17229
H -2.87596 4.55870 -0.33636
H -2.93351 3.09834 -1.37605
H -1.95629 4.51791 -1.86681
F 0.20039 -7.86394 1.74372
C 0.09587 -6.66743 1.16350
C -0.61262 -6.51772 -0.01248
F -1.19829 -7.58072 -0.56462
C -0.71859 -5.27729 -0.61075
F -1.41837 -5.19174 -1.74393
C -0.13116 -4.12442 -0.07923
S -0.37942 -2.63068 -0.95330
C 0.58061 -4.32772 1.10176
F 1.23625 -3.30938 1.68737
C 0.69768 -5.55960 1.71880
F 1.40647 -5.67654 2.84649

Atoms 1-2, force components in eV/Å:
Ru -0.10 -2.15 0.20
O 0.05 -0.10 0.05


3.
This record from the Open Molecules 2025 dataset describes C29H29AsClCuO4 as an isolated structure. The level of theory is ωB97M-V with the def2-TZVPD basis set.

Values from the calculation:
Molecular weight, g/mol: 615.5
E, hartree: -5759.8901
Multiplicity: 1
Charge: 0
LUMO energy, eV: 0.360
Frontier orbital gap, eV: 8.106
ΔE to the lowest compared entry with this formula, charge and spin, eV: 0.020

CARTESIAN COORDINATES (ANGSTROEM)
Cu -0.34181 -0.23882 0.09306
C 2.06047 -1.51387 2.33288
C 2.48283 -1.76666 0.90196
O 2.10151 -0.64255 0.12972
C 2.69789 -0.57348 -1.16089
C 2.28767 -1.70847 -2.08290
H 2.25031 -2.39321 2.94949
H 0.99604 -1.27640 2.37037
H 2.59832 -0.66285 2.75008
H 2.00789 -2.67539 0.51500
H 3.57064 -1.90220 0.83528
H 3.78956 -0.54902 -1.04450
H 2.37191 0.38551 -1.56058
H 2.68618 -2.66833 -1.75059
H 2.67366 -1.51752 -3.08553
H 1.20074 -1.78307 -2.13236
O -0.92305 -1.79384 -0.94009
As -2.57454 -1.70871 -0.76791
C -3.18807 -2.11864 1.00956
C -2.42493 -1.75002 2.11181
C -2.89877 -1.99651 3.39116
C -4.13471 -2.60258 3.56947
C -4.89929 -2.96541 2.46970
C -4.42851 -2.72497 1.18738
C -3.21546 0.03566 -1.24845
C -2.35805 0.90892 -1.90646
C -2.79760 2.18605 -2.22371
C -4.08755 2.57736 -1.89528
C -4.94414 1.69921 -1.24260
C -4.50817 0.42570 -0.91335
C -3.44177 -2.97091 -1.92299
C -4.15692 -2.52875 -3.02911
C -4.74350 -3.45405 -3.88230
C -4.61232 -4.81106 -3.62820
C -3.89376 -5.25168 -2.52319
C -3.30706 -4.33306 -1.66862
H -1.46660 -1.26145 1.97228
H -2.30272 -1.70693 4.24628
H -4.50497 -2.79005 4.56894
H -5.86278 -3.43811 2.60856
H -5.02297 -3.01942 0.33057
H -1.34311 0.61427 -2.14454
H -2.12042 2.87382 -2.71169
H -4.42639 3.57588 -2.13942
H -5.94609 2.01145 -0.97899
H -5.16754 -0.25257 -0.38310
H -4.25656 -1.46773 -3.22271
H -5.30081 -3.11278 -4.74458
H -5.07027 -5.53042 -4.29449
H -3.79041 -6.31119 -2.32962
H -2.74482 -4.67379 -0.80700
Cl 3.54019 6.77025 2.80072
C 2.67746 5.41261 2.13256
C 3.31304 4.18628 2.03042
C 2.61797 3.10986 1.50206
C 1.30357 3.25654 1.07615
C 0.68524 4.49395 1.18366
C 1.36873 5.57856 1.71377
C 0.58555 2.06619 0.50184
O 0.60511 1.88126 -0.72770
O 0.01271 1.29106 1.33370
H 4.33686 4.08019 2.36190
H 3.09818 2.14247 1.41627
H -0.33832 4.61343 0.85120
H 0.89348 6.54581 1.80254

Atoms 1-2, force components in eV/Å:
Cu 0.50 0.11 0.15
C 0.00 0.02 -0.04


4.
This record from the Open Molecules 2025 dataset describes C29H29BiN5O as an isolated structure. The level of theory is ωB97M-V with the def2-TZVPD basis set.

Values from the calculation:
Molecular weight, g/mol: 672.6
E, hartree: -1685.2753
Multiplicity: 1
Charge: +3
LUMO energy, eV: -9.663
Frontier orbital gap, eV: 7.645
ΔE to the lowest compared entry with this formula, charge and spin, eV: 0.524

CARTESIAN COORDINATES (ANGSTROEM)
Bi -0.04939 -0.55773 0.13500
C 1.65272 -1.35839 3.08220
C 0.98885 -0.01849 3.19054
C 1.30851 0.84496 4.23169
C 0.62554 2.03320 4.36607
C -0.42045 2.32757 3.49171
C -0.71696 1.43768 2.48960
N 0.02069 0.30611 2.31485
C -1.91130 1.56280 1.60601
C -2.91993 2.48003 1.80986
C -4.04088 2.41997 0.99099
C -4.14851 1.42789 0.03145
C -3.10664 0.52734 -0.12299
N -2.00269 0.64232 0.63128
C -3.17487 -0.65243 -1.03527
C -4.03684 -0.70020 -2.10539
C -4.13460 -1.89383 -2.81736
C -3.40418 -2.98249 -2.40136
C -2.54015 -2.86102 -1.31167
C -1.81611 -4.06394 -0.78353
N -2.39593 -1.69830 -0.66491
H 1.37170 -1.95830 3.94988
H 2.73819 -1.27130 3.08010
H 1.34250 -1.92242 2.19823
H 2.08304 0.56291 4.93266
H 0.87497 2.71896 5.16568
H -0.99695 3.23243 3.61668
H -2.86478 3.20679 2.60688
H -4.85165 3.12233 1.13616
H -5.04931 1.32590 -0.55646
H -4.62946 0.15865 -2.38851
H -4.80140 -1.97014 -3.66629
H -3.50400 -3.93858 -2.89859
H -2.54209 -4.78687 -0.40675
H -1.17569 -3.80151 0.05909
H -1.24392 -4.57187 -1.56170
C 4.70109 -0.87884 0.26611
C 5.12280 0.37790 -0.12908
C 4.17606 1.36712 -0.35432
C 2.83826 1.07684 -0.16042
N 2.42750 -0.14447 0.22851
C 3.34726 -1.10256 0.42176
C 1.77952 2.07928 -0.47682
C 2.07045 3.42360 -0.62813
C 1.09445 4.29551 -1.08248
C -0.16648 3.80156 -1.37741
C -0.41518 2.46850 -1.14744
N 0.52348 1.61778 -0.68623
H 5.40236 -1.68322 0.43962
H 6.17354 0.58429 -0.28598
H 4.48579 2.33862 -0.70709
H 2.97865 -2.08303 0.69236
H 3.05910 3.79002 -0.39817
H 1.32138 5.34500 -1.21992
H -0.94913 4.43602 -1.76901
H -1.39375 2.05368 -1.34946
C 0.77969 -2.07640 -3.24883
C 1.78504 -2.64151 -2.27596
O 1.20779 -2.79293 -0.94850
H 1.23450 -1.95294 -4.23225
H 0.42507 -1.08575 -2.93626
H -0.08512 -2.73219 -3.36401
H 2.63419 -1.97093 -2.14949
H 2.17236 -3.60463 -2.60396
H 0.74131 -3.63631 -0.91296

Atoms 1-2, force components in eV/Å:
Bi 0.07 -0.10 0.12
C -0.10 0.04 0.04


Q: Which of these has the highest molecular weight?
A: C29H29As2F5N3O4RuS2


Q: The lowest E belongs to which entry?
A: C29H29As2F5N3O4RuS2


Q: What is the multiplicity in the first record?
A: 3